No. 1
Molecular formula: C13H38B3ClN11O24P
Method: DFT, the ωB97M-V functional and the def2-TZVPD basis

ORCA input file:
```
! wB97M-V def2-TZVPD RIJCOSX def2/J DEFGRID3
* xyz 0 1
H -2.81693 -1.38171 -1.95358
N -1.90458 -1.54555 -1.53203
C -1.49007 -2.71647 -1.77726
C -0.13903 -3.11211 -1.25157
C -2.25182 -3.73468 -2.60955
B -3.74250 -3.97471 -2.21609
O -4.38179 -5.14530 -2.63483
B -5.41589 -5.61384 -1.85756
Cl -5.81638 -7.31201 -1.87537
O -6.13935 -4.73541 -1.07991
B -5.82726 -3.41931 -1.36297
P -7.19428 -2.07476 -1.70620
O -7.03229 -1.42677 -3.04189
O -4.50295 -3.08915 -1.46972
H 0.03187 -4.18688 -1.26652
H 0.01672 -2.69321 -0.26189
H 0.61579 -2.66455 -1.90539
H -2.19039 -3.45784 -3.66837
H -1.75636 -4.70716 -2.54512
H -7.11821 -1.17402 -0.63443
H -8.44031 -2.70995 -1.55219
C 0.11493 0.16421 1.52269
N 0.34862 -1.14256 2.19469
O -0.25811 -1.38472 3.21694
O 1.13939 -1.89452 1.65933
H -0.60265 0.71731 2.11754
H 1.06851 0.67756 1.46446
H -0.26107 -0.04605 0.52430
C 4.41909 0.85781 -1.06192
N 3.07126 1.03277 -0.46037
O 2.20363 0.23833 -0.73854
O 2.92013 1.98227 0.29254
H 4.40502 -0.01088 -1.70871
H 4.63356 1.76602 -1.61778
H 5.12057 0.74604 -0.24027
C -10.26190 0.84845 -0.99299
N -9.72188 0.51915 0.35501
O -9.88180 1.31789 1.25203
O -9.13847 -0.54211 0.46413
H -10.74376 1.81664 -0.93641
H -9.42207 0.85256 -1.68303
H -10.96249 0.06244 -1.25796
C 4.73045 -2.35005 -5.10933
N 4.51312 -1.30511 -4.07330
O 4.76418 -0.15161 -4.37050
O 4.10317 -1.67015 -2.99528
H 5.08305 -1.86065 -6.00933
H 5.46819 -3.04051 -4.71471
H 3.78163 -2.85112 -5.27505
C -8.65048 -3.08849 3.01276
N -7.24746 -3.21288 2.53111
O -6.38270 -3.47492 3.33290
O -7.07088 -3.02930 1.34179
H -8.65845 -3.27006 4.08051
H -8.98152 -2.08340 2.76598
H -9.24022 -3.82340 2.47346
C 9.05144 -1.85401 -3.17586
N 7.67195 -1.82110 -2.61810
O 6.91497 -2.73599 -2.88614
O 7.38651 -0.87051 -1.92423
H 9.15754 -2.75172 -3.77294
H 9.17368 -0.96009 -3.77780
H 9.74422 -1.83820 -2.34045
C -7.12951 2.72549 2.92511
N -7.12811 4.13692 3.39952
O -6.62714 4.37453 4.47778
O -7.63543 4.95844 2.66452
H -6.64593 2.11292 3.67636
H -8.16416 2.43232 2.77416
H -6.58937 2.70275 1.98347
C 3.62142 4.18981 3.11726
N 4.64900 5.02824 2.44648
O 4.43975 6.22469 2.35976
O 5.64225 4.46773 2.03826
H 2.80566 4.83299 3.42516
H 3.28752 3.44629 2.39915
H 4.09837 3.72071 3.97120
C 5.09334 6.47849 5.98711
N 5.03282 5.20279 6.75528
O 4.71444 4.18743 6.16747
O 5.30956 5.26592 7.93231
H 4.82292 6.28748 4.95546
H 4.39860 7.16631 6.45907
H 6.10923 6.85178 6.06972
C 9.81243 2.49337 -2.96641
N 10.19138 1.23456 -2.26778
O 9.62634 0.96587 -1.23428
O 11.05097 0.54828 -2.79324
H 9.04354 2.98378 -2.38216
H 10.70926 3.10005 -3.04519
H 9.45393 2.22011 -3.95428
*
```

Summary:
gap between HOMO and LUMO = 9.284 eV
E_HOMO = -0.355 hartree
total energy = -3801.6929 hartree
SMILES = [H]/N=C(/C)CB1OB(Cl)OB([PH2]=O)O1.C[N+](=O)[O-].C[N+](=O)[O-].C[N+](=O)[O-].C[N+](=O)[O-].C[N+](=O)[O-].C[N+](=O)[O-].C[N+](=O)[O-].C[N+](=O)[O-].C[N+](=O)[O-].C[N+](=O)[O-]



No. 2
Molecular formula: C23H29ClN4O4
Method: DFT, the ωB97M-V functional and the def2-TZVPD basis

ORCA input file:
```
! wB97M-V def2-TZVPD RIJCOSX def2/J DEFGRID3
* xyz 0 1
C -1.06787 -1.41164 2.18926
C -0.79510 -0.15895 3.03726
H -0.85070 0.74394 2.43542
H -1.38864 -0.17320 3.94318
O 0.69199 -0.12211 3.67724
C 1.59591 0.46637 3.26964
O 1.35363 1.27313 2.53355
N 2.89214 0.26250 3.65475
C 4.07287 0.92072 3.17497
H 3.59765 1.73584 2.53998
C 4.98209 -0.26245 2.42748
H 5.83306 -0.49231 3.15670
H 5.47969 0.62414 1.75225
C 4.12276 -1.37017 1.94347
N 3.28502 -0.75126 0.94372
C 2.53002 -1.77475 0.32526
C 1.45215 -1.52046 -0.63323
N 0.68651 -0.70169 -1.14691
C 0.70848 0.71254 -1.04276
H 1.19714 0.74579 0.12071
C -0.59923 1.28281 -0.78248
N -1.41057 0.78960 -1.90741
C -2.57406 1.66147 -2.26631
C -3.89034 1.07801 -2.09270
C -4.77327 2.04148 -2.70180
C -4.85281 3.38842 -2.82445
C -3.54375 4.04196 -2.69516
C -2.38608 3.04522 -2.70592
C -1.03995 3.67990 -2.57832
H -0.37700 2.98403 -2.92252
H -1.01351 4.46098 -3.58421
H -0.61298 4.30184 -1.81196
H -3.42702 4.91138 -3.10445
H -5.64062 4.07993 -2.88249
Cl -6.50348 1.35914 -2.33727
H -4.02338 0.04291 -2.07359
C -1.42419 -0.33105 -2.33643
H -2.24458 -0.78164 -3.00047
C -0.08090 -1.01865 -2.42856
H -0.06052 -2.23756 -2.55782
H 0.18921 -0.48574 -3.19322
H -2.01121 -1.21019 -1.23312
H -0.61326 2.29039 -0.45401
H -1.17372 0.81023 0.22186
H 1.40475 1.24770 -1.68389
C 1.50508 -2.95532 -1.08660
O 0.93212 -3.73601 -1.72795
C 2.60355 -3.00588 0.02171
O 3.54380 -3.98035 0.28410
H 2.92157 -0.01841 1.14039
C 3.49682 -2.04349 3.09389
H 4.17816 -2.80431 3.46886
C 3.02673 -0.99974 4.10894
H 2.12930 -1.41385 4.93753
H 3.77401 -0.91116 5.03735
H 2.44158 -2.72598 2.81805
H 4.88349 -1.91021 1.49971
H 4.50738 1.32628 4.12233
H -2.02229 -1.37102 1.73557
H -0.58680 -1.48318 1.41634
H -0.87256 -2.20139 2.66176
*
```

Summary:
relative energy (zero: lowest compared OMol25 entry of this formula, charge and spin) = 22.104 eV
gap between HOMO and LUMO = 7.223 eV
E_HOMO = -0.290 hartree
total energy = -1873.2766 hartree



No. 3
Molecular formula: C18H20ClNO4
Method: DFT, the ωB97M-V functional and the def2-TZVPD basis

ORCA input file:
```
! wB97M-V def2-TZVPD RIJCOSX def2/J DEFGRID3
* xyz 0 1
C -5.64243 2.56399 -1.34887
C -5.61231 3.63487 -0.26521
C -4.48939 3.42372 0.75112
C -4.68611 2.18246 1.62844
O -4.44523 0.96166 0.95830
C -3.17227 0.59058 0.66349
C -2.01664 1.24113 1.08302
C -0.76888 0.75210 0.73344
C -0.66374 -0.39545 -0.03242
O 0.55682 -0.91287 -0.45923
C 1.60651 -0.97127 0.39818
O 1.58287 -0.64373 1.55357
N 2.67040 -1.47522 -0.28784
C 3.95522 -1.74267 0.17660
C 4.35417 -1.51349 1.48314
C 5.65584 -1.80848 1.86113
Cl 6.14195 -1.51958 3.49207
C 6.56249 -2.32732 0.95808
C 6.16470 -2.55774 -0.35132
C 4.87223 -2.27236 -0.75570
O 4.38271 -2.46291 -2.02160
C 5.24755 -2.98864 -3.00007
C -1.81139 -1.05296 -0.46036
C -3.05086 -0.56133 -0.11883
H -6.43226 2.77560 -2.06618
H -5.82144 1.58463 -0.91498
H -4.69332 2.53435 -1.88058
H -6.57133 3.65180 0.25787
H -5.47382 4.61324 -0.73224
H -3.53803 3.34329 0.22155
H -4.43847 4.29245 1.41108
H -5.73105 2.11565 1.94481
H -4.06103 2.25008 2.52786
H -2.06447 2.13254 1.68761
H 0.11812 1.26425 1.06926
H 2.51695 -1.70221 -1.26177
H 3.64987 -1.11064 2.19123
H 7.57092 -2.55278 1.26434
H 6.88222 -2.96300 -1.04599
H 4.65464 -3.05234 -3.91116
H 5.60082 -3.98767 -2.72748
H 6.10514 -2.33112 -3.17162
H -1.71633 -1.94308 -1.06198
H -3.95135 -1.05953 -0.44076
*
```

Summary:
relative energy (zero: lowest compared OMol25 entry of this formula, charge and spin) = 1.287 eV
gap between HOMO and LUMO = 8.821 eV
E_HOMO = -0.300 hartree
total energy = -1513.8302 hartree
SMILES = CCCCOc1ccc(OC(=O)Nc2cc(Cl)ccc2OC)cc1